# 1
Formula: C13H25O7Rb
Source: OMol25
Level of theory: ωB97M-V/def2-TZVPD

Values from the calculation:
Orbital gap: 8.7 eV
Molar mass: 378.8 g/mol
Energy relative to the best compared isomer or geometry (same formula, charge and spin): 140.39 kcal/mol
DFT total energy: -1060.8974 Ha
E_LUMO: 0.0 eV

ORCA input file:
```
! wB97M-V def2-TZVPD RIJCOSX def2/J DEFGRID3
* xyz 0 1
Rb -2.7842 1.7361 1.7394
O 0.4123 -0.4996 1.7871
C -0.3304 0.5426 1.9812
O -0.6284 0.9027 3.1339
O -0.8810 0.9779 0.9828
H 0.3994 -0.4631 0.8279
C 1.7950 0.5203 0.1305
C 2.6964 0.0749 -0.9634
O 3.5018 -0.8018 -0.7586
C 2.6797 0.8066 -2.2752
H 2.2749 0.5934 1.1064
H 1.0315 -0.2509 0.2321
H 1.3615 1.4704 -0.1817
H 3.6559 0.8610 -2.7570
H 2.0699 1.7002 -2.1418
H 2.1028 0.1700 -2.9460
C 1.5887 -2.6022 -1.5295
C 0.1662 -2.2856 -1.2098
O -0.0739 -1.8927 -0.0501
C -0.8820 -2.3737 -2.2973
H 2.0852 -2.0194 -0.7536
H 1.9496 -2.3998 -2.5379
H 1.8158 -3.6258 -1.2317
H -1.9131 -2.3245 -1.9476
H -0.8097 -3.2553 -2.9342
H -0.7087 -1.4698 -2.8813
C 0.7440 3.3376 1.7310
C -0.6006 3.5349 0.9987
O -1.5706 3.5381 1.6745
C -0.6673 3.6032 -0.5014
H 0.9960 2.2773 1.7113
H 0.5824 3.4606 2.8019
H 1.5815 3.8502 1.2578
H -0.4205 4.6041 -0.8555
H -1.6338 3.3358 -0.9284
H 0.0955 2.9379 -0.9059
C -1.6838 -2.4355 2.1058
C -2.5795 -1.4748 1.3179
O -3.3802 -0.7337 1.8751
C -2.4397 -1.5559 -0.1733
H -0.6267 -2.2141 1.9580
H -1.9724 -3.4226 1.7446
H -2.0452 -2.2703 3.1208
H -1.6926 -0.7629 -0.2059
H -3.3361 -1.2558 -0.7161
H -1.9257 -2.4463 -0.5354
*
```

Mulliken atomic charge list, values in e, 5 entries: 0.98 -0.53 0.60 -0.82 -1.00

=====

# 2
Formula: C28H36CsN2O6Te
Source: OMol25
Level of theory: ωB97M-V/def2-TZVPD

Values from the calculation:
Orbital gap: 5.0 eV
Molar mass: 757.1 g/mol
Energy relative to the best compared isomer or geometry (same formula, charge and spin): 14.11 kcal/mol
DFT total energy: -1937.7440 Ha
E_LUMO: 1.7 eV

ORCA input file:
```
! wB97M-V def2-TZVPD RIJCOSX def2/J DEFGRID3
* xyz -1 1
Cs 0.2741 0.1196 0.2176
C 3.4451 1.6606 4.0905
C 2.0845 1.4218 3.4355
O 2.1096 1.1726 2.2307
C 0.8897 1.5229 4.2651
C 1.0674 1.7261 5.6554
C 0.0351 1.8623 6.5445
C -1.2827 1.8064 6.0453
C -1.5138 1.6191 4.7172
C -0.4595 1.4590 3.7403
O -0.7702 1.2920 2.5317
H 4.1956 1.6057 3.3059
H 3.6633 0.9000 4.8417
H 3.4937 2.6345 4.5792
H 2.0735 1.7705 6.0504
H 0.2276 2.0069 7.5993
H -2.1229 1.9127 6.7242
H -2.5236 1.5740 4.3262
C -2.2312 1.1586 -3.2659
O -1.2686 0.2300 -2.8460
C -0.2519 -0.0037 -3.8130
C 0.8989 0.9725 -3.6750
O 1.7156 0.5147 -2.6244
C 2.8111 1.3589 -2.3579
H -2.7895 0.7918 -4.1357
H -1.7890 2.1291 -3.5319
H -2.9336 1.2889 -2.4394
H -0.6796 0.0332 -4.8213
H 0.1230 -1.0122 -3.6242
H 0.5263 1.9858 -3.4577
H 1.4752 1.0217 -4.6098
H 3.4494 1.4669 -3.2433
H 3.3879 0.8962 -1.5591
H 2.4775 2.3518 -2.0366
C 0.0791 -9.1840 1.0495
C 0.3279 -7.8142 0.4739
C -0.5783 -7.2140 -0.3866
C -0.3617 -5.9464 -0.9215
C -1.4023 -5.3762 -1.8445
C 0.8048 -5.2293 -0.5969
Te 1.1504 -3.3075 -1.4417
C 1.7253 -5.8299 0.2818
C 3.0053 -5.1566 0.7033
C 1.4733 -7.1003 0.7929
H -0.8805 -9.5799 0.7143
H 0.0670 -9.1613 2.1419
H 0.8561 -9.8910 0.7482
H -1.4890 -7.7449 -0.6508
H -2.2356 -6.0721 -1.9641
H -0.9737 -5.1541 -2.8238
H -1.7779 -4.4242 -1.4637
H 2.9307 -4.0755 0.6120
H 3.8376 -5.4764 0.0694
H 3.2504 -5.4176 1.7355
H 2.1984 -7.5388 1.4746
O -4.4934 5.5109 -3.7264
C -4.6057 4.7860 -2.5297
N -3.3225 4.4061 -1.9761
C -2.4526 5.3781 -1.6141
O -2.7448 6.5614 -1.7420
C -1.1060 4.9607 -1.1126
C -0.1646 5.9550 -0.8761
C 1.0822 5.5983 -0.4010
C 1.3499 4.2527 -0.1902
N 0.4639 3.2889 -0.4188
C -0.7387 3.6433 -0.8561
H -4.0383 6.3313 -3.4913
H -5.1569 3.8752 -2.7523
H -5.1469 5.3635 -1.7767
H -3.0149 3.4535 -2.0522
H -0.4379 6.9851 -1.0614
H 1.8373 6.3432 -0.1913
H 2.3121 3.9277 0.1907
H -1.4378 2.8224 -0.9854
*
```

Mulliken atomic charge list, values in e, 5 entries: 1.02 -1.51 0.98 -0.58 0.40

=====

# 3
Formula: C24H53ClNO5S
Source: OMol25
Level of theory: ωB97M-V/def2-TZVPD

Values from the calculation:
Orbital gap: 8.6 eV
Molar mass: 503.2 g/mol
DFT total energy: -2235.2123 Ha
E_LUMO: -2.5 eV

ORCA input file:
```
! wB97M-V def2-TZVPD RIJCOSX def2/J DEFGRID3
* xyz 1 1
C 4.8621 2.9201 3.9060
C 5.0140 2.1354 2.5597
C 5.1132 0.5711 2.8001
C 3.8133 -0.1252 2.2996
C 3.5054 -1.4774 3.0718
C 2.8335 -2.5272 2.1250
C 1.5582 -1.9660 1.3939
C 0.2407 -2.7482 1.7820
C -0.9432 -1.7803 2.1463
C -0.9718 -1.4604 3.6701
O -2.2397 -0.8909 3.9886
C -2.1100 0.4143 4.5280
C -1.3466 1.4297 3.6267
C -2.0499 1.7624 2.2668
C -1.4476 3.1394 1.7733
C 0.0785 3.0184 1.4380
S 1.2403 3.5993 2.7304
O 1.9400 2.4218 3.3190
O 2.2121 4.5388 2.1066
Cl 0.3042 4.6313 4.2494
O -2.1415 -2.5233 1.8712
C -3.0531 -1.7529 1.1045
H 5.8233 2.8821 4.4588
H 4.1206 2.3763 4.5312
H 4.5228 3.9543 3.7068
H 5.8484 2.5162 1.9337
H 4.0816 2.2963 1.9707
H 5.2541 0.3993 3.8886
H 6.0126 0.2099 2.2580
H 2.9280 0.5270 2.4665
H 3.8623 -0.3845 1.2168
H 4.4296 -1.8707 3.5494
H 2.8067 -1.2393 3.9054
H 2.5238 -3.3975 2.7435
H 3.5420 -2.9133 1.3574
H 1.7153 -2.1012 0.3002
H 1.3696 -0.8914 1.6231
H 0.3889 -3.4902 2.5916
H -0.0779 -3.3128 0.8762
H -0.8280 -0.8909 1.4906
H -0.1041 -0.8702 4.0272
H -0.9172 -2.4463 4.1905
H -1.6816 0.4253 5.5601
H -3.1453 0.8111 4.6467
H -0.3001 1.1310 3.3959
H -1.3011 2.3854 4.1996
H -1.9458 0.9740 1.4953
H -3.1233 1.9798 2.4709
H -1.9714 3.4825 0.8512
H -1.6984 3.8786 2.5570
H 0.3074 3.6262 0.5368
H 0.3020 1.9563 1.1963
H -4.0149 -2.3053 1.0573
H -3.2609 -0.8091 1.6644
H -2.6672 -1.4927 0.0917
C -0.3485 -2.3705 -3.5427
C -0.3801 -1.3161 -4.6325
N -1.6158 -1.3482 -5.5192
C -1.6203 -2.6723 -6.2582
C -1.4978 -0.2949 -6.6158
C -1.5041 1.1558 -6.1779
C -2.9397 -1.2906 -4.7584
C -3.1603 -0.1312 -3.7934
O -2.2051 -0.1411 -2.7514
C -1.8004 1.1512 -2.3094
H -0.3217 -3.3827 -3.9477
H 0.5614 -2.2400 -2.9555
H -1.1869 -2.3003 -2.8537
H 0.4746 -1.4547 -5.2981
H -0.2964 -0.3209 -4.2085
H -0.6773 -2.7696 -6.7917
H -2.4546 -2.6688 -6.9569
H -1.7451 -3.4799 -5.5431
H -2.3195 -0.4733 -7.3100
H -0.5626 -0.5139 -7.1320
H -2.5174 1.5267 -6.0338
H -1.0849 1.7675 -6.9791
H -0.9150 1.3537 -5.2838
H -3.0042 -2.2280 -4.2070
H -3.7228 -1.2870 -5.5182
H -4.1475 -0.2694 -3.3378
H -3.1957 0.8266 -4.3047
H -2.4812 1.9427 -2.6276
H -0.7991 1.3606 -2.6981
H -1.7459 1.1425 -1.2202
*
```

Mulliken atomic charge list, values in e, 5 entries: -1.15 -0.25 -0.94 0.54 -0.84

=====

# 4
Formula: C3H5N2O2
Source: OMol25
Level of theory: ωB97M-V/def2-TZVPD

Values from the calculation:
Orbital gap (spin up / spin down): 9.1 / 9.1 eV
Molar mass: 101.1 g/mol
Energy relative to the best compared isomer or geometry (same formula, charge and spin): 118.59 kcal/mol
Structure (SMILES): Cc1c[nH]o[n+]1=O
DFT total energy: -376.8472 Ha
E_LUMO (spin up / spin down): -6.0 / -6.0 eV

ORCA input file:
```
! wB97M-V def2-TZVPD RIJCOSX def2/J DEFGRID3
* xyz 1 1
C -0.5826 -0.9921 0.5715
C -0.5103 0.3241 -0.1561
C 0.6612 0.8954 -0.5562
N 0.2883 2.0672 -1.0513
O -1.0401 2.2904 -0.9324
N -1.5390 1.1667 -0.3263
O -2.7142 0.9981 -0.0171
H -1.4312 -1.5801 0.1323
H -0.6136 -0.6181 1.5834
H 0.2391 -1.5665 0.2330
H 1.5976 0.3658 -0.5074
H 0.7165 2.8716 -1.4514
*
```

Mulliken atomic charge list, values in e, 5 entries: -1.11 0.37 -0.19 0.11 -0.16

=====

# 5
Formula: C4H5NO2
Source: OMol25
Level of theory: ωB97M-V/def2-TZVPD

Values from the calculation:
Orbital gap (spin up / spin down): 8.3 / 8.3 eV
Molar mass: 99.1 g/mol
Energy relative to the best compared isomer or geometry (same formula, charge and spin): 99.68 kcal/mol
DFT total energy: -360.5106 Ha
E_LUMO (spin up / spin down): -1.0 / -1.0 eV

ORCA input file:
```
! wB97M-V def2-TZVPD RIJCOSX def2/J DEFGRID3
* xyz 0 1
O 0.3793 0.3595 -1.9250
C -0.2841 0.8611 -0.9963
C -0.7866 -0.2741 -0.1376
C 0.2825 -1.2061 -0.5491
N -0.5452 -0.3689 1.2713
C 0.3863 0.5476 1.5608
O 0.8797 1.3478 0.7292
H -0.6213 1.8985 -1.0327
H -1.7970 -0.5884 -0.4161
H 1.2923 -0.9296 -0.2774
H 0.1057 -2.2424 -0.8363
H 0.7083 0.5950 2.6093
*
```

Mulliken atomic charge list, values in e, 5 entries: -0.51 0.15 0.09 -0.32 -0.72

=====

# 6
Formula: C35H61Cl33N7O4
Source: OMol25
Level of theory: ωB97M-V/def2-TZVPD

Values from the calculation:
Orbital gap: 7.7 eV
Molar mass: 1813.9 g/mol
DFT total energy: -17240.3067 Ha
E_LUMO: -3.4 eV

ORCA input file:
```
! wB97M-V def2-TZVPD RIJCOSX def2/J DEFGRID3
* xyz 1 1
C 5.7142 0.1315 -1.8928
C 4.8838 0.8986 -0.8413
C 3.7268 1.6979 -1.4803
C 2.5756 1.8355 -0.4323
C 1.7984 3.1800 -0.5595
C 1.9035 4.0658 0.7183
C 0.5144 4.4789 1.2995
C 0.2472 3.5572 2.5308
C -1.2595 3.4064 2.8839
C -1.6428 1.8933 2.9191
N -2.5926 1.5399 1.8498
C -1.9571 1.4864 0.5079
C -1.0348 0.2769 0.2235
C -0.8440 0.2056 -1.3309
C -0.8259 -1.2437 -1.8979
N -1.5901 -1.3931 -3.1601
C -0.7245 -1.6845 -4.2628
N -0.1781 -0.7595 -4.8963
N -0.5005 -3.0498 -4.6875
C -3.3126 0.4068 2.1543
N -2.6815 -0.6128 2.8798
C -3.1094 -1.9688 2.5362
O -2.4768 -2.8609 3.4535
N -3.3844 -3.2997 4.4633
O -3.4886 -2.5304 5.3287
N -4.5466 0.3813 1.7765
C -5.2095 1.4878 1.0517
C -6.5380 1.0139 0.4014
C -6.2566 0.2784 -0.9407
C -6.9047 0.9837 -2.1470
C -5.9917 2.0614 -2.7909
O -4.6060 1.9091 -2.4256
C -3.9029 3.0747 -2.4331
C -2.5413 3.0426 -3.1397
O -4.2577 4.0673 -1.9037
H 5.0967 -0.3424 -2.6654
H 6.4774 0.7561 -2.3697
H 6.2559 -0.6894 -1.4007
H 4.5155 0.1772 -0.1014
H 5.5607 1.5826 -0.3122
H 4.0425 2.6806 -1.8436
H 3.3490 1.1158 -2.3306
H 1.9256 0.9643 -0.5929
H 2.9961 1.7227 0.5745
H 0.7474 3.0315 -0.8511
H 2.2564 3.7366 -1.3853
H 2.4677 3.5454 1.4965
H 2.4231 5.0011 0.4338
H 0.5666 5.5167 1.6460
H -0.2879 4.3286 0.5688
H 0.7132 2.5969 2.2768
H 0.7565 3.9375 3.4240
H -1.9032 3.8756 2.1275
H -1.5252 3.8876 3.8282
H -2.1779 1.7481 3.8725
H -0.7624 1.2424 2.9796
H -2.6982 1.5697 -0.2951
H -1.3269 2.3812 0.4356
H -0.0278 0.4189 0.6268
H -1.4486 -0.6920 0.5164
H -1.6264 0.7551 -1.8720
H 0.1112 0.6562 -1.6175
H -1.1891 -1.9999 -1.1861
H 0.2172 -1.5025 -2.1295
H -2.0310 -0.5190 -3.4329
H 0.3730 -1.1645 -5.6514
H -0.1965 -3.5789 -3.8719
H -1.3475 -3.4605 -5.0823
H -2.6949 -0.4475 3.8834
H -4.1941 -2.1316 2.6683
H -2.7753 -2.2647 1.5389
H -5.1352 -0.4178 1.9925
H -5.3636 2.2861 1.7856
H -4.5988 1.8827 0.2399
H -7.0299 0.3621 1.1336
H -7.0881 1.9405 0.2186
H -5.1899 0.0753 -1.0926
H -6.7223 -0.7132 -0.8620
H -7.8288 1.4712 -1.8184
H -7.1780 0.2524 -2.9152
H -6.0483 1.9330 -3.8797
H -6.3993 3.0500 -2.5641
H -2.3579 2.0083 -3.4551
H -2.5557 3.7090 -4.0014
H -1.7869 3.3244 -2.4018
C -3.3322 -6.1990 1.4304
Cl -3.8933 -5.3462 -0.0102
Cl -3.6230 -5.1668 2.8272
Cl -4.1145 -7.7716 1.5993
H -2.2648 -6.3605 1.3341
C 5.2994 5.6342 1.4868
Cl 6.0493 4.5279 2.6384
Cl 5.2178 4.8963 -0.1195
Cl 3.6925 6.1115 2.0427
H 5.9113 6.5230 1.4205
C -4.3795 -10.9341 -1.0995
Cl -5.5952 -10.9075 -2.3799
Cl -4.6994 -12.2418 0.0396
Cl -2.7576 -11.0775 -1.7834
H -4.4359 -9.9943 -0.5621
C 7.5454 -1.9893 1.5181
Cl 5.8914 -2.5789 1.2986
Cl 8.5345 -2.3770 0.1125
Cl 7.5530 -0.2498 1.8114
H 7.9691 -2.4813 2.3849
C -8.1813 -3.0640 -3.2451
Cl -6.5720 -3.6619 -2.8579
Cl -8.9601 -2.3977 -1.8036
Cl -8.0752 -1.8463 -4.5138
H -8.7849 -3.8882 -3.6050
C 10.3073 -1.4420 -3.7593
Cl 9.7949 -2.6668 -2.5958
Cl 9.5126 -1.6879 -5.3150
Cl 9.9770 0.1778 -3.1376
H 11.3760 -1.5383 -3.9048
C 4.8900 10.0364 2.7272
Cl 5.9993 9.1074 1.6932
Cl 4.1717 9.0269 3.9872
Cl 5.7137 11.4248 3.4343
H 4.0900 10.4068 2.0991
C -2.2402 -6.6442 -4.6620
Cl -0.5969 -7.1951 -4.3381
Cl -2.9950 -6.0395 -3.1892
Cl -2.2503 -5.3924 -5.9104
H -2.8172 -7.4865 -5.0237
C -7.1478 -10.4925 3.1537
Cl -8.0370 -11.8951 2.5606
Cl -6.4678 -10.8123 4.7492
Cl -5.8727 -10.0388 2.0149
H -7.8379 -9.6624 3.2379
C 11.7248 -1.2639 2.3626
Cl 10.7702 -2.7515 2.4093
Cl 11.5791 -0.4762 0.7897
Cl 11.2324 -0.1689 3.6561
H 12.7642 -1.5256 2.5163
C 8.5135 8.8479 5.6648
Cl 8.0690 7.5410 6.7668
Cl 7.6279 8.7094 4.1425
Cl 8.2211 10.4197 6.4127
H 9.5719 8.7656 5.4511
*
```

Mulliken atomic charge list, values in e, 5 entries: -1.09 -0.27 -0.79 -1.03 0.52

=====

# 7
Formula: C5H13P
Source: OMol25
Level of theory: ωB97M-V/def2-TZVPD

Values from the calculation:
Orbital gap (spin up / spin down): 4.4 / 8.5 eV
⟨S²⟩: 2.004
Molar mass: 104.1 g/mol
Energy relative to the best compared isomer or geometry (same formula, charge and spin): 73.49 kcal/mol
DFT total energy: -539.4164 Ha
E_LUMO (spin up / spin down): 0.9 / -2.2 eV

ORCA input file:
```
! wB97M-V def2-TZVPD RIJCOSX def2/J DEFGRID3
* xyz 0 3
C -0.1546 -1.4198 0.2136
C -0.8469 0.0168 -1.6663
C 1.6847 -0.2034 -0.9738
C -1.0329 1.2875 2.0317
C 0.2173 -0.2016 -0.5145
P 0.2197 1.4139 0.6101
H 0.5239 -1.7188 0.9632
H -1.2368 -1.5511 0.5371
H -0.0341 -2.2381 -0.3889
H -1.7081 0.6401 -1.4235
H -1.0513 -1.0077 -2.0501
H -0.2180 0.4226 -2.5338
H 2.1009 0.8344 -1.0125
H 2.1632 -0.7719 -0.1410
H 1.7936 -0.7381 -1.8484
H -1.8588 0.8127 1.5634
H -1.3015 2.2989 2.2664
H -0.7999 0.7304 2.9763
H 1.5395 1.3932 1.3910
*
```

Mulliken atomic charge list, values in e, 5 entries: -2.07 -1.46 -1.76 -1.25 1.68

=====

# 8
Formula: C2H5F3O
Source: OMol25
Level of theory: ωB97M-V/def2-TZVPD

Values from the calculation:
Orbital gap: 12.2 eV
Molar mass: 102.1 g/mol
Energy relative to the best compared isomer or geometry (same formula, charge and spin): 1.66 kcal/mol
Structure (SMILES): CC(F)(F)F.O
DFT total energy: -454.0538 Ha
E_LUMO: 0.6 eV

ORCA input file:
```
! wB97M-V def2-TZVPD RIJCOSX def2/J DEFGRID3
* xyz 0 1
C 0.8913 -1.2882 0.2721
C 1.6268 -0.0040 0.7190
F 2.4841 -0.1448 1.7116
F 0.6738 0.8667 1.1491
F 2.2219 0.4667 -0.3953
H 0.1227 -0.9702 -0.4523
H 0.3867 -1.6827 1.1700
H 1.4878 -2.0981 -0.1807
O -3.5654 1.4995 -1.6060
H -3.7364 2.0080 -0.7811
H -2.5932 1.3473 -1.6065
*
```

Mulliken atomic charge list, values in e, 5 entries: -1.04 0.90 -0.24 -0.26 -0.24